The following is a DFT calculation (wB97M-V/def2-TZVPD) of a structure of composition C12H7N2O4OsS.

The geometry in ORCA input format:
```
! RIJCOSX wB97M-V def2-TZVPD def2/J DEFGRID3
* xyz 1 5
Os -0.417 0.621 -0.382
O 2.894 -0.767 1.519
C 1.935 -0.147 1.179
O 1.210 -0.438 0.079
C 1.376 1.043 1.924
C 1.856 1.645 3.075
C 1.178 2.758 3.563
C 0.050 3.251 2.906
C -0.368 2.596 1.761
N 0.298 1.535 1.332
C -1.545 2.949 0.888
O -2.278 3.862 1.078
O -1.687 2.094 -0.167
H 2.737 1.242 3.555
H 1.529 3.253 4.458
H -0.492 4.118 3.257
S -1.775 0.214 -2.275
C -1.263 -1.411 -2.519
C -1.655 -2.265 -3.544
C -1.049 -3.517 -3.592
C -0.092 -3.848 -2.649
C 0.237 -2.921 -1.650
N -0.354 -1.750 -1.591
H -2.391 -1.957 -4.273
H -1.318 -4.219 -4.370
H 0.401 -4.809 -2.669
H 0.982 -3.130 -0.892
*
```

Properties
F_max (hartree/bohr): 0.012
Gap between HOMO and LUMO (spin up / spin down) (Eh): 0.316 / 0.233
HOMO energy (spin up / spin down) (eV): -12.83 / -13.08
E_LUMO (spin up / spin down) (eV): -4.24 / -6.75
E (hartree): -1360.5551

---

The following is a DFT calculation (wB97M-V/def2-TZVPD) of a structure of composition C12H7N2O5SSm in a non-equilibrium geometry.

The geometry in ORCA input format:
```
! RIJCOSX wB97M-V def2-TZVPD def2/J DEFGRID3
* xyz 2 6
O -0.348 -1.607 -2.778
C -0.033 -0.976 -1.864
Sm 0.308 0.477 0.302
O -3.092 -1.164 0.562
C -2.049 -0.703 0.376
C 2.047 0.015 -1.297
O 2.470 0.524 -0.228
C -0.675 2.088 -1.397
O -1.070 2.858 -2.162
C 0.839 -2.016 0.926
O 1.111 -3.115 1.115
H 2.673 -0.183 -2.194
N 2.767 0.722 2.873
C 1.588 1.228 3.324
N 0.516 1.408 2.539
C -0.579 1.983 3.234
C -1.842 2.306 2.695
C -2.819 2.804 3.572
C -2.533 2.972 4.939
C -1.258 2.672 5.456
C -0.287 2.193 4.587
S 1.373 1.706 4.977
H 3.526 0.738 3.553
H 2.962 0.659 1.865
H -2.019 2.175 1.618
H -3.810 3.058 3.177
H -3.318 3.328 5.612
H -1.011 2.760 6.511
*
```

Properties
ΔE to the lowest compared entry with this formula, charge and spin (kcal per mole): 0.0
F_max (hartree/bohr): 0.120
Gap between HOMO and LUMO (spin up / spin down) (Eh): 0.222 / 0.224
HOMO energy (spin up / spin down) (eV): -14.79 / -14.80
E_LUMO (spin up / spin down) (eV): -8.76 / -8.70
E (hartree): -2002.7217

---

The following is a DFT calculation (wB97M-V/def2-TZVPD) of a structure of composition C12H8AuCl2S4SbSe.

The geometry in ORCA input format:
```
! RIJCOSX wB97M-V def2-TZVPD def2/J DEFGRID3
* xyz -1 4
Au 0.002 0.003 0.352
Cl 2.297 -2.082 0.241
C 1.324 -3.507 0.404
C 2.018 -4.708 0.343
C 1.353 -5.912 0.465
C -0.019 -5.906 0.649
C -0.699 -4.704 0.706
Cl -2.420 -4.799 0.938
C -0.070 -3.446 0.587
S -1.087 -2.023 0.690
H 3.089 -4.677 0.198
H 1.897 -6.845 0.417
H -0.577 -6.827 0.749
S 3.775 3.461 -0.177
Sb 1.589 3.064 0.232
S 1.076 1.508 1.964
S 0.443 1.662 -1.334
Se -2.027 2.803 0.601
C -3.380 3.232 -0.646
C -4.342 2.278 -0.993
C -5.341 2.588 -1.900
C -5.392 3.851 -2.477
C -4.437 4.803 -2.145
C -3.435 4.497 -1.239
H -4.289 1.295 -0.544
H -6.081 1.842 -2.163
H -6.173 4.091 -3.188
H -4.471 5.786 -2.600
H -2.681 5.230 -0.982
*
```

Properties
ΔE to the lowest compared entry with this formula, charge and spin (kcal per mole): 0.0
F_max (hartree/bohr): 0.003
Gap between HOMO and LUMO (spin up / spin down) (Eh): 0.268 / 0.222
HOMO energy (spin up / spin down) (eV): -4.69 / -5.28
E_LUMO (spin up / spin down) (eV): 2.60 / 0.76
E (hartree): -5752.6875

---

The following is a DFT calculation (wB97M-V/def2-TZVPD) of a structure of composition C12H8BrN4O6S in a non-equilibrium geometry.

The geometry in ORCA input format:
```
! RIJCOSX wB97M-V def2-TZVPD def2/J DEFGRID3
* xyz -1 1
Br -0.594 -1.302 -0.824
C -0.574 0.473 -0.124
S 0.662 1.530 -0.846
C 1.513 0.628 -2.150
C 2.509 -0.291 -1.809
C 3.206 -0.947 -2.821
C 2.896 -0.700 -4.162
C 1.878 0.199 -4.490
C 1.184 0.867 -3.484
O -0.028 2.602 -1.529
O 1.656 1.815 0.161
H -1.534 0.941 -0.376
H 2.727 -0.483 -0.761
H 3.995 -1.650 -2.554
H 3.451 -1.208 -4.952
H 1.618 0.389 -5.533
H 0.390 1.573 -3.723
O 1.318 -1.211 1.934
N 0.389 -1.850 2.474
C -0.928 -1.277 2.475
C -1.112 -0.021 1.908
C -2.179 0.639 2.439
N -2.623 1.953 2.273
O -2.171 2.892 1.645
O -3.836 2.082 2.996
N -4.148 0.876 3.656
C -3.142 0.019 3.323
N -3.012 -1.243 3.736
C -1.936 -1.889 3.296
O 0.566 -2.951 3.046
H -0.343 0.470 1.164
H -1.798 -2.925 3.614
*
```

Properties
F_max (hartree/bohr): 0.100
Gap between HOMO and LUMO (Eh): 0.214
HOMO energy (eV): -4.05
E_LUMO (eV): 1.78
E (hartree): -4104.4399

---

The following is a DFT calculation (wB97M-V/def2-TZVPD) of a structure of composition C12H8Cl5GeN3O4Pb in a non-equilibrium geometry.

The geometry in ORCA input format:
```
! RIJCOSX wB97M-V def2-TZVPD def2/J DEFGRID3
* xyz 1 2
Pb 11.608 6.425 5.543
C 9.371 5.115 8.085
C 9.727 6.495 8.305
N 10.788 7.079 7.754
C 10.859 8.319 8.324
C 9.819 8.505 9.206
N 9.147 7.266 9.246
C 9.362 9.631 9.931
O 10.045 10.756 10.003
O 8.276 9.524 10.510
C 11.929 9.194 7.870
O 12.078 10.323 8.333
O 12.755 8.639 6.928
H 8.632 4.759 8.826
H 10.265 4.499 8.123
H 8.921 4.919 7.091
H 8.224 7.197 9.720
H 10.862 10.663 9.419
Cl 12.861 11.322 5.508
Ge 14.053 9.606 6.065
Cl 15.662 9.800 7.450
Cl 14.288 8.339 4.241
Cl 9.387 10.448 4.798
C 8.488 8.966 4.899
C 7.333 8.923 5.660
C 6.666 7.727 5.836
C 7.151 6.482 5.409
C 8.390 6.430 4.792
Cl 9.129 4.902 4.332
C 9.207 7.657 4.603
N 10.443 7.645 4.262
H 6.882 9.865 5.975
H 5.725 7.688 6.361
H 6.581 5.567 5.630
*
```

Properties
F_max (hartree/bohr): 0.093
Gap between HOMO and LUMO (spin up / spin down) (Eh): 0.261 / 0.246
HOMO energy (spin up / spin down) (eV): -11.38 / -11.91
E_LUMO (spin up / spin down) (eV): -4.28 / -5.21
E (hartree): -5497.9471

---

The following is a DFT calculation (wB97M-V/def2-TZVPD) of a cluster of 2 separate species, C12H8FO4 in total in a non-equilibrium geometry.

The geometry in ORCA input format:
```
! RIJCOSX wB97M-V def2-TZVPD def2/J DEFGRID3
* xyz -1 1
O 4.120 0.646 -0.302
C 3.398 -0.317 -0.234
O 3.645 -1.357 -1.152
C 2.284 -0.425 0.851
C 0.966 0.331 0.487
C 0.920 1.801 0.585
C -0.298 2.582 0.302
C -1.566 1.868 -0.111
C -1.509 0.420 -0.241
C -0.258 -0.350 0.056
C -0.325 -1.872 -0.116
O 0.646 -2.609 -0.229
C -1.717 -2.570 -0.203
C -2.881 -1.904 -0.433
C -2.775 -0.370 -0.659
O -3.747 0.176 -1.156
H 3.200 -1.171 -1.997
H 2.692 0.094 1.768
H 2.110 -1.487 1.174
H 1.806 2.413 0.895
H -0.340 3.688 0.411
H -2.502 2.437 -0.295
H -1.789 -3.678 -0.071
H -3.868 -2.432 -0.458
F -2.212 4.085 1.129
*
```

Properties
F_max (hartree/bohr): 0.060
Gap between HOMO and LUMO (Eh): 0.228
HOMO energy (eV): -4.45
E_LUMO (eV): 1.75
E (hartree): -862.8779